Record 1
{"formula": "C36H54KO27", "method": "wB97M-V/def2-TZVPD", "symbols": ["K", "O", "O", "O", "O", "O", "O", "O", "O", "O", "O", "O", "O", "O", "O", "O", "O", "O", "O", "O", "O", "O", "O", "O", "O", "O", "O", "O", "C", "C", "C", "C", "C", "C", "C", "C", "C", "C", "C", "C", "C", "C", "C", "C", "C", "C", "C", "C", "C", "C", "C", "C", "C", "C", "C", "C", "C", "C", "C", "C", "C", "C", "C", "C", "H", "H", "H", "H", "H", "H", "H", "H", "H", "H", "H", "H", "H", "H", "H", "H", "H", "H", "H", "H", "H", "H", "H", "H", "H", "H", "H", "H", "H", "H", "H", "H", "H", "H", "H", "H", "H", "H", "H", "H", "H", "H", "H", "H", "H", "H", "H", "H", "H", "H", "H", "H", "H", "H"], "positions_angstrom": [[16.3374, 0.5079, -19.8391], [15.0581, 3.4422, -17.3628], [20.4935, 2.5206, -19.2615], [19.3362, 3.8677, -17.9993], [20.6926, 4.8611, -22.3147], [11.9962, 0.9353, -17.5314], [13.8460, 0.0413, -18.4546], [20.0866, 3.9941, -24.4805], [19.4671, -2.4196, -15.5521], [17.9529, -3.3627, -21.2427], [17.1132, -1.4726, -22.0151], [18.4421, -2.8144, -23.2924], [11.7463, -0.7759, -18.8065], [20.9840, -0.4673, -18.9372], [19.2872, -3.0502, -13.3242], [14.9666, -3.7625, -18.0533], [16.1038, 1.5440, -17.0299], [18.2070, 2.5615, -19.5130], [13.7422, 1.0048, -21.6672], [16.8159, 3.4642, -16.0173], [15.1804, -2.2869, -19.7680], [14.7671, 3.0137, -21.1223], [19.5286, 2.8845, -22.6772], [16.4969, -2.1775, -17.9113], [20.6059, -1.2861, -21.0081], [13.9391, 2.7986, -23.1069], [18.8555, -0.7894, -19.6867], [18.5973, -0.9563, -14.0758], [22.4861, 3.7646, -19.3880], [19.3464, 1.9415, -23.7310], [18.8495, 1.0567, -15.0953], [9.8883, 1.7696, -17.3343], [21.9668, -0.9141, -20.9939], [15.6545, -2.7257, -18.5399], [18.8526, -4.3296, -21.7410], [17.9834, 1.2574, -23.4684], [10.3638, -0.5589, -18.3497], [14.8650, 3.8690, -23.2786], [14.1827, 2.1311, -21.9498], [19.2436, 2.9602, -18.9574], [19.1174, -4.0522, -23.1961], [21.4308, 3.1585, -18.4881], [14.2949, -3.5412, -21.5668], [19.1260, -2.2309, -14.2512], [10.6947, 0.4979, -17.2013], [19.1902, -1.2639, -16.2527], [22.2472, -0.3371, -19.6033], [20.6656, 4.1019, -17.6117], [16.4749, 4.7813, -16.1432], [17.7368, -2.4831, -22.2336], [20.5690, -3.6838, -23.6417], [14.0744, 5.5196, -16.5855], [20.0506, -0.8497, -19.8570], [15.9866, 2.6790, -16.7860], [19.3895, 2.8398, -24.9030], [14.1665, 4.9500, -24.1233], [12.6479, 0.0587, -18.2129], [15.2977, 4.7891, -17.0491], [14.1101, -3.1113, -20.1100], [22.2211, 0.0005, -22.1759], [20.2282, 3.9833, -23.0748], [14.2535, -4.3085, -19.1719], [15.0870, 4.1875, -21.8121], [18.3243, -0.3796, -15.3073], [9.6652, -0.0234, -18.9925], [13.2419, 5.2791, -23.6489], [14.7788, 5.8517, -24.1173], [21.9445, -0.4832, -23.1127], [16.1475, 5.2113, -15.1966], [21.2347, -4.4690, -23.2832], [9.8422, 2.2636, -18.3049], [23.0823, 2.9945, -19.8774], [18.6589, -1.2964, -17.2039], [21.9398, 4.4460, -20.0401], [20.7318, -3.6849, -24.7195], [20.0962, 1.1509, -23.7601], [13.6800, 5.0438, -15.6876], [21.9677, 2.4139, -17.9004], [18.3001, 1.4719, -14.2504], [15.2965, -3.9551, -21.6834], [20.1770, -0.8160, -16.3700], [17.1574, 1.8835, -23.8058], [22.4391, -1.8936, -21.0690], [20.8331, 3.7379, -16.5981], [16.1355, 4.4624, -21.6980], [13.1594, -2.6131, -19.9202], [18.7411, 1.6087, -16.0289], [19.9209, 2.3737, -25.7327], [23.0386, -0.8743, -19.0806], [17.2602, -0.4654, -15.5273], [17.3281, 5.3326, -16.5384], [19.8485, 1.0902, -14.6606], [13.9823, 4.7347, -25.1758], [10.7742, 0.0453, -16.2129], [8.8361, 1.5693, -17.1320], [14.2551, -2.6661, -22.2154], [21.0194, -2.8282, -23.1386], [15.6069, 5.3068, -17.9570], [17.8165, 0.8937, -22.4545], [23.2307, 4.3968, -18.9044], [14.4321, 5.0208, -21.5576], [20.9646, 5.1457, -17.7072], [18.7234, -4.8237, -23.8577], [13.2594, -4.6387, -18.8706], [14.3192, 6.5564, -16.3549], [19.8518, -4.2892, -21.3073], [10.2784, 2.5122, -16.6384], [22.6983, 0.6337, -19.8088], [15.7801, 3.4830, -23.7277], [14.8650, -5.0753, -19.6473], [9.9368, -1.4415, -17.8736], [21.6256, 0.8992, -22.0154], [18.4347, -5.3163, -21.5412], [17.9081, 0.4584, -24.2060], [18.3746, 2.9832, -25.2738], [13.5542, -4.2327, -21.9686], [23.2509, 0.3572, -22.1558], [13.3300, 5.6157, -17.3759]], "atomic_forces_ev_per_a": [[-0.18, -0.36, 0.34], [-0.59, -0.12, 0.05], [-2.46, -0.95, -1.24], [-1.77, 0.65, 0.18], [-1.53, -3.56, -3.47], [1.04, 1.21, 1.59], [-2.30, -0.19, 0.63], [0.98, 1.12, 1.64], [-0.96, -1.61, 1.43], [0.25, -0.53, -0.32], [0.18, -0.72, -1.26], [-1.52, 1.36, -2.20], [-0.95, -1.21, -0.57], [0.14, 0.53, -0.80], [-0.49, 3.02, -3.61], [-0.26, -0.39, -0.93], [0.70, -2.22, 0.25], [2.78, 1.23, 1.77], [2.07, 3.56, -0.67], [0.15, -2.88, 0.12], [1.36, -0.26, 1.85], [0.68, -1.27, 1.09], [1.57, 0.42, 1.56], [0.64, 0.55, -0.25], [-1.14, 0.69, 1.15], [-0.16, -2.07, -0.71], [1.64, -0.11, 0.17], [0.46, -3.23, 1.56], [-0.16, 0.87, -0.09], [-1.81, -0.77, 1.49], [-0.85, -0.44, -0.26], [-1.14, 0.09, 1.01], [1.04, -1.48, -0.74], [-0.41, 1.25, 0.21], [1.32, -1.89, 0.86], [0.36, 0.22, -1.42], [1.82, 1.69, 2.60], [-1.22, 0.17, -0.36], [-2.79, -1.65, -0.06], [-1.35, -1.49, -1.87], [1.14, 1.24, -0.71], [3.37, 0.01, 0.35], [-0.09, 0.74, -0.25], [0.10, -1.70, 3.28], [-0.78, 0.37, -1.66], [-0.07, 3.01, -0.59], [0.59, -0.65, -0.93], [0.86, -0.38, 0.81], [-0.08, 1.72, 0.96], [-0.10, 1.55, 2.15], [0.31, -1.71, 0.97], [-0.26, 0.14, 0.37], [-1.85, 0.39, 0.20], [0.48, 2.19, -0.19], [0.13, -0.71, -1.64], [0.70, 0.54, 0.64], [1.77, -0.78, -2.53], [-0.49, 1.85, -2.00], [-0.83, -1.49, -1.32], [0.12, 0.25, 0.83], [-0.75, 1.85, 0.74], [-0.51, 0.40, -0.13], [0.84, 1.76, -1.09], [1.76, 0.83, -0.36], [0.55, -0.63, -0.89], [-0.15, -0.40, 0.02], [0.30, 0.03, -0.03], [0.23, 0.11, 0.03], [0.45, -0.08, 0.39], [0.01, -0.51, -0.06], [0.70, -0.55, -0.34], [-0.41, 0.06, -0.44], [0.30, -1.06, 0.00], [0.33, -0.26, -0.72], [-0.42, 0.38, 0.07], [0.43, 0.33, 0.38], [-0.30, 0.07, -0.04], [-0.38, -0.28, 0.36], [-0.62, 0.40, -0.49], [-0.04, -0.20, 0.08], [-0.10, 0.53, -0.48], [0.02, 0.48, 0.46], [0.74, 0.22, -0.38], [-0.47, 0.54, 0.27], [-0.09, -0.04, 0.65], [0.07, 0.29, -0.14], [0.08, 0.44, 0.31], [0.23, 0.23, -0.03], [-0.42, -0.32, 0.20], [0.02, 0.28, -0.13], [-0.07, 0.10, 0.06], [0.39, -0.51, -0.71], [0.07, -0.52, 0.23], [-0.52, 0.18, 0.07], [-0.08, 0.05, 0.47], [-0.01, 0.13, 0.04], [-0.73, 0.43, -0.19], [-0.01, -0.26, -0.47], [0.36, -0.04, -0.25], [-0.18, -0.09, 0.63], [-0.04, -0.14, 0.57], [-0.34, -0.01, -0.13], [-0.31, 0.29, -0.15], [0.35, -0.39, 0.18], [0.28, -0.01, 0.22], [-0.26, 0.26, 0.99], [-0.25, -0.03, 0.14], [-0.97, 0.80, 0.82], [-0.06, 0.04, -0.25], [-0.17, -0.27, 0.21], [0.22, -0.19, -0.62], [-0.27, 0.06, -0.14], [0.06, 0.02, -0.11], [0.08, -0.59, 0.40], [-0.05, 0.96, 0.13], [-0.07, -0.15, 0.42], [0.16, -0.30, -0.33], [-0.11, -0.48, 0.10]], "lowdin_charge": [0.79, 0.12, 0.09, 0.09, 0.11, 0.10, 0.10, 0.06, 0.08, 0.08, 0.10, 0.09, 0.04, 0.08, 0.10, 0.10, 0.16, 0.06, 0.12, 0.07, 0.03, 0.06, 0.06, 0.17, 0.08, 0.08, 0.10, 0.05, 0.00, -0.31, -0.01, -0.03, -0.33, -0.54, -0.10, 0.02, -0.01, -0.30, -0.50, -0.47, -0.27, -0.38, 0.00, -0.44, -0.28, -0.12, -0.07, -0.07, -0.14, -0.57, 0.00, -0.01, -0.49, -0.54, -0.13, 0.00, -0.54, -0.36, -0.33, 0.00, -0.41, -0.07, -0.10, -0.31, 0.13, 0.09, 0.09, 0.09, 0.14, 0.08, 0.09, 0.08, 0.10, 0.08, 0.09, 0.14, 0.10, 0.15, 0.09, 0.08, 0.13, 0.06, 0.15, 0.14, 0.14, 0.14, 0.07, 0.14, 0.14, 0.15, 0.14, 0.09, 0.09, 0.16, 0.09, 0.09, 0.06, 0.15, 0.07, 0.09, 0.14, 0.15, 0.16, 0.14, 0.09, 0.13, 0.09, 0.11, 0.13, 0.14, 0.13, 0.08, 0.14, 0.10, 0.13, 0.09, 0.10, 0.09], "gap_ev": 10.043, "total_charge": 1}

Record 2
{"formula": "C36H54O18", "method": "wB97M-V/def2-TZVPD", "symbols": ["O", "O", "O", "O", "O", "O", "O", "O", "O", "O", "O", "O", "O", "O", "O", "O", "O", "O", "C", "C", "C", "C", "C", "C", "C", "C", "C", "C", "C", "C", "C", "C", "C", "C", "C", "C", "C", "C", "C", "C", "C", "C", "C", "C", "C", "C", "C", "C", "C", "C", "C", "C", "C", "C", "H", "H", "H", "H", "H", "H", "H", "H", "H", "H", "H", "H", "H", "H", "H", "H", "H", "H", "H", "H", "H", "H", "H", "H", "H", "H", "H", "H", "H", "H", "H", "H", "H", "H", "H", "H", "H", "H", "H", "H", "H", "H", "H", "H", "H", "H", "H", "H", "H", "H", "H", "H", "H", "H"], "positions_angstrom": [[-36.2843, 5.1247, 5.2105], [-34.1576, 0.4079, 0.9318], [-35.9627, 8.9776, 9.8895], [-29.8017, -0.3639, 7.1038], [-30.3463, 4.0974, 7.7903], [-34.6333, 8.1274, 8.3288], [-35.9883, 4.2162, 11.5632], [-36.5038, 5.7819, 13.0633], [-37.7879, 3.4959, 5.5736], [-32.6330, -3.3802, 6.0718], [-28.7746, 3.6868, 13.5050], [-30.1165, 3.5816, 15.2839], [-32.2332, 5.0213, 7.1089], [-28.7256, -0.3572, 9.0482], [-32.2043, -2.2628, 7.9735], [-29.9712, 4.5607, 3.9566], [-31.4134, 3.0596, 4.7201], [-34.9531, 1.7622, 2.5133], [-33.8038, 4.9845, 11.0243], [-34.7263, 0.5398, 1.9716], [-38.3156, 5.7932, 6.2291], [-34.5792, 10.5165, 8.7752], [-36.2409, 6.5588, 5.2317], [-34.6596, 6.1433, 11.5019], [-35.3273, -0.5417, 2.8560], [-35.6868, 1.6816, 3.7588], [-31.3979, 6.2381, 3.1357], [-35.6654, 0.1932, 4.1531], [-33.6431, 4.6894, 7.0232], [-33.7064, 3.1867, 7.2281], [-34.2959, -1.8759, 7.0407], [-35.2798, 11.2507, 9.9183], [-28.9344, 3.6358, 12.0888], [-30.1321, 2.7053, 11.8219], [-37.3208, 6.9585, 6.2314], [-32.9705, -2.6068, 6.9101], [-34.8376, 3.8600, 10.7698], [-29.9305, 3.3286, 14.1354], [-33.9343, -0.6063, 7.8210], [-30.9396, 2.8012, 13.1264], [-35.0138, 9.0688, 8.9499], [-31.5295, 4.0185, 7.6795], [-32.4421, 2.8461, 8.0318], [-27.6421, 0.3588, 9.6359], [-36.3737, 10.2672, 10.3488], [-32.7618, -1.1466, 8.6718], [-27.0737, 1.2945, 8.5390], [-29.9764, 5.6962, 3.0730], [-29.0506, 0.1705, 7.8385], [-35.8089, 5.4173, 12.1728], [-32.2097, 4.9906, 3.4357], [-37.4778, 4.6448, 5.6592], [-31.2186, 4.0715, 4.1125], [-28.2582, 1.4382, 7.5931], [-33.9708, 4.9516, 6.0245], [-33.1313, 4.6564, 11.8184], [-34.9223, -2.5331, 7.6513], [-32.6480, 4.5284, 2.5559], [-28.8802, 2.3092, 7.8053], [-35.7317, 12.1790, 9.5608], [-34.7955, 10.8337, 7.7608], [-31.7564, 3.5177, 13.0884], [-29.7245, 1.7006, 11.7052], [-35.1645, 3.7815, 9.7331], [-33.1737, -1.5606, 9.5970], [-34.1744, 6.8155, 12.2021], [-34.6124, 2.9003, 7.7621], [-34.5490, -1.2953, 2.9542], [-31.2755, 1.8040, 13.3984], [-39.1917, 5.9066, 5.5969], [-33.0472, 5.1942, 4.1028], [-31.4658, 7.0011, 3.9164], [-35.1735, 2.2937, 4.4889], [-36.1926, -0.9458, 2.3349], [-36.6855, 2.0372, 3.5192], [-34.7572, -1.7011, 6.0743], [-32.0253, 1.9010, 7.7014], [-34.6925, -0.2873, 8.5386], [-34.6200, 11.5628, 10.7227], [-32.5667, 2.9321, 9.1145], [-28.0298, 3.2967, 11.5890], [-36.6011, -0.1578, 4.5821], [-30.6660, 3.0001, 10.9213], [-29.1336, 4.6542, 11.7409], [-37.3361, 10.5427, 9.9130], [-31.9903, -0.4182, 8.9087], [-35.1419, 6.7378, 10.7208], [-37.7781, 7.9298, 6.0440], [-33.2047, 5.1154, 10.1219], [-26.7552, 2.2152, 9.0319], [-36.5145, 10.2574, 11.4276], [-36.9067, 7.0459, 7.2390], [-28.0177, 1.5007, 6.5350], [-33.6422, 2.6661, 6.2765], [-33.5057, 10.5310, 8.9658], [-38.5665, 5.4798, 7.2388], [-31.6719, 6.7942, 2.2378], [-29.2203, 6.4028, 3.4068], [-26.8614, -0.3385, 9.9451], [-36.5059, 6.8964, 4.2283], [-35.2710, 6.9199, 5.5603], [-34.4750, 2.8903, 11.1076], [-34.8819, 0.0564, 4.9011], [-27.9066, 0.9242, 10.5317], [-33.7630, 0.2331, 7.1491], [-26.1727, 0.8694, 8.1007], [-29.6979, 5.3594, 2.0710], [-34.1713, 5.2814, 7.7746]], "atomic_forces_ev_per_a": [[0.26, -0.41, 0.03], [0.13, -0.06, -0.17], [-0.40, -0.23, 0.37], [-1.23, -0.54, -0.63], [0.63, 0.01, 0.54], [0.26, -0.85, -0.26], [0.26, -0.37, 0.09], [-0.42, 0.27, 0.33], [0.25, -0.16, 0.05], [0.11, -0.29, -0.08], [0.05, -0.39, 0.08], [0.07, -0.41, 0.31], [-0.45, 0.01, 0.20], [0.04, 0.09, 0.52], [0.42, 0.17, -0.40], [0.17, 0.14, -0.18], [-0.35, -0.08, 0.14], [0.26, -0.02, 0.21], [-0.04, -0.70, -0.56], [-0.38, 0.25, 0.14], [1.12, -0.41, -0.13], [0.60, -0.46, 1.14], [-0.96, 0.11, 0.20], [-0.21, -0.14, 0.17], [0.59, 0.57, 0.00], [-0.08, -0.69, -0.82], [0.19, 0.76, -0.19], [0.10, -0.06, 0.05], [0.67, 0.00, -0.11], [-0.13, -0.37, 0.73], [-0.01, 0.29, 0.10], [-0.67, 0.68, -0.74], [-0.59, 0.30, -0.51], [0.49, 0.31, 0.35], [-0.51, 0.28, 0.74], [-0.25, 0.45, 0.30], [-0.16, 0.52, 0.35], [-0.13, 0.86, -0.31], [-0.21, -0.62, 0.56], [0.80, -0.47, -0.59], [-0.15, 0.96, -0.37], [-0.16, -0.36, -0.92], [-0.23, 1.14, -0.48], [1.17, 0.13, -0.29], [0.01, 0.74, 0.42], [-0.42, -0.06, -0.04], [-0.13, 0.23, 0.85], [0.11, -0.02, -0.10], [1.01, 0.70, 0.23], [0.24, -0.10, -0.29], [-0.51, 0.47, 0.27], [-0.29, 0.62, -0.15], [0.23, -0.07, 0.02], [0.25, -0.04, -0.14], [-0.13, 0.20, 0.05], [0.00, 0.14, 0.02], [-0.14, 0.04, -0.16], [0.18, -0.23, -0.18], [-0.06, -0.04, 0.17], [-0.05, -0.08, 0.06], [-0.04, 0.17, 0.00], [-0.14, -0.13, 0.05], [-0.32, -0.09, -0.11], [0.07, 0.10, -0.04], [0.08, 0.24, 0.11], [0.03, 0.02, 0.01], [-0.09, -0.12, -0.24], [-0.26, -0.27, 0.08], [-0.36, 0.22, 0.36], [-0.14, 0.09, 0.12], [0.06, -0.14, 0.06], [-0.06, -0.38, 0.29], [-0.18, 0.31, 0.01], [-0.01, -0.14, 0.05], [-0.05, 0.19, 0.44], [-0.05, -0.16, 0.04], [0.35, -0.03, 0.35], [-0.26, -0.01, -0.29], [0.18, -0.42, 0.07], [-0.16, -0.48, 0.02], [0.16, -0.07, 0.32], [-0.06, 0.19, 0.09], [-0.03, -0.10, -0.03], [-0.01, -0.04, 0.01], [0.04, -0.30, -0.20], [0.18, -0.12, -0.16], [0.33, -0.07, -0.20], [0.03, -0.06, -0.33], [-0.01, 0.44, 0.10], [-0.11, 0.14, -0.30], [0.11, -0.33, 0.00], [0.23, -0.09, -0.12], [0.10, -0.06, 0.00], [-0.14, 0.03, -0.10], [0.07, 0.02, -0.52], [-0.48, 0.12, -0.05], [-0.04, -0.40, -0.20], [-0.02, -0.06, 0.15], [-0.29, -0.25, 0.00], [0.32, 0.13, -0.02], [0.20, -0.21, -0.25], [-0.09, -0.06, -0.02], [-0.02, -0.13, -0.12], [-0.60, -0.10, -0.12], [0.57, -0.06, 0.04], [-0.21, -0.16, -0.29], [-0.09, -0.08, 0.03], [-0.06, -0.05, -0.06]], "lowdin_charge": [-0.01, 0.12, 0.02, 0.15, 0.12, 0.11, 0.02, 0.14, 0.12, 0.14, 0.02, 0.13, 0.02, 0.03, 0.02, 0.04, 0.13, 0.01, -0.13, -0.49, -0.06, -0.06, -0.15, -0.06, -0.06, -0.13, -0.15, -0.14, -0.13, -0.15, -0.07, -0.14, -0.16, -0.14, -0.15, -0.48, -0.14, -0.47, -0.14, -0.06, -0.50, -0.50, -0.05, -0.16, -0.14, -0.15, -0.14, -0.15, -0.49, -0.49, -0.06, -0.47, -0.47, -0.06, 0.09, 0.10, 0.14, 0.13, 0.10, 0.11, 0.13, 0.11, 0.10, 0.10, 0.13, 0.13, 0.11, 0.13, 0.13, 0.13, 0.11, 0.12, 0.10, 0.13, 0.12, 0.10, 0.11, 0.11, 0.11, 0.11, 0.11, 0.12, 0.10, 0.13, 0.13, 0.11, 0.11, 0.12, 0.10, 0.11, 0.13, 0.10, 0.13, 0.10, 0.13, 0.13, 0.12, 0.12, 0.12, 0.13, 0.11, 0.12, 0.09, 0.10, 0.09, 0.11, 0.13, 0.12], "de_lowest_kj_mol": 103.5, "gap_ev": 9.991, "smiles": "O=C1CCCO1.O=C1CCCO1.O=C1CCCO1.O=C1CCCO1.O=C1CCCO1.O=C1CCCO1.O=C1CCCO1.O=C1CCCO1.O=C1CCCO1", "total_charge": 0}

One value per record, in order, for highest occupied orbital energy: -11.65; -9.94 eV.
One value per record, in order, for electronic energy: -4035.52291; -2758.57268 Eh.